{
  "formula": "C43H46N8O",
  "method": "wB97M-V/def2-TZVPD",
  "species": ["C", "C", "C", "N", "C", "C", "H", "H", "H", "H", "H", "C", "C", "C", "N", "C", "C", "H", "H", "H", "H", "H", "C", "C", "C", "N", "C", "C", "H", "H", "H", "H", "H", "C", "C", "C", "N", "C", "C", "H", "H", "H", "H", "H", "C", "C", "C", "N", "C", "C", "H", "H", "H", "H", "H", "C", "C", "C", "N", "C", "C", "H", "H", "H", "H", "H", "C", "C", "C", "N", "C", "C", "H", "H", "H", "H", "H", "C", "C", "C", "N", "C", "C", "H", "H", "H", "H", "H", "C", "C", "C", "O", "H", "H", "H", "H", "H", "H"],
  "positions_angstrom": [[-5.9773, 5.3001, 2.1425], [-6.3657, 5.4931, 0.7691], [-6.1524, 4.4610, -0.1748], [-5.5628, 3.2906, 0.1044], [-5.1766, 3.1159, 1.3995], [-5.3188, 4.0870, 2.4375], [-6.2976, 5.9831, 2.9153], [-6.9603, 6.3535, 0.4994], [-6.3632, 4.6469, -1.2175], [-4.7678, 2.1405, 1.6180], [-5.0332, 3.8499, 3.4517], [6.9789, -2.5242, 4.0310], [8.1970, -2.7723, 3.3896], [8.4889, -2.1482, 2.2208], [7.6191, -1.3386, 1.5636], [6.4382, -1.0119, 2.1707], [6.0303, -1.6727, 3.3689], [6.7067, -3.0272, 4.9471], [8.8273, -3.5073, 3.8681], [9.4469, -2.3867, 1.7829], [5.8661, -0.2228, 1.7054], [5.0814, -1.5308, 3.8648], [-2.1229, 6.4489, -2.9149], [-1.5316, 5.2584, -2.7037], [-0.5612, 4.8174, -3.6237], [-0.1308, 5.5697, -4.6637], [-0.7432, 6.7821, -4.8121], [-1.7302, 7.2687, -3.9291], [-2.9380, 6.7518, -2.2744], [-1.9377, 4.6305, -1.9245], [0.0241, 3.9124, -3.5540], [-0.3465, 7.4834, -5.5313], [-2.1979, 8.2208, -4.1317], [-5.2302, -4.1721, 0.7661], [-6.0535, -4.0868, 1.8936], [-6.7926, -2.8878, 2.1152], [-6.8418, -1.8454, 1.2595], [-5.9811, -1.9491, 0.1712], [-5.2003, -3.1000, -0.1184], [-4.6197, -5.0493, 0.6107], [-6.2809, -4.9332, 2.5247], [-7.5561, -2.7670, 2.8695], [-5.9336, -1.1075, -0.5039], [-4.5524, -3.0873, -0.9825], [0.0995, -0.9315, -1.4667], [-0.3149, -0.3545, -0.2234], [0.5356, 0.6327, 0.2558], [1.7044, 0.9441, -0.3344], [2.0299, 0.3105, -1.5187], [1.2634, -0.6707, -2.0771], [-0.4760, -1.6812, -1.9892], [-1.2807, -0.4913, 0.2402], [0.3149, 1.0825, 1.2126], [3.0032, 0.5690, -1.9089], [1.5423, -1.2400, -2.9514], [0.4561, -3.7857, 4.4324], [0.1164, -2.6358, 5.1160], [0.3233, -2.5782, 6.5377], [0.9153, -3.6042, 7.1856], [1.3044, -4.6820, 6.4783], [1.1270, -4.7988, 5.0962], [0.1847, -3.9158, 3.3952], [-0.4459, -1.8626, 4.6136], [0.0115, -1.7566, 7.1655], [1.5964, -5.6247, 6.9170], [1.4691, -5.5896, 4.4449], [3.3171, 2.3602, 5.6865], [4.4371, 1.9174, 6.3782], [4.3631, 1.8325, 7.7621], [3.2935, 2.1652, 8.4830], [2.2639, 2.7045, 7.8208], [2.1766, 2.7065, 6.3948], [3.2534, 2.3910, 4.6089], [5.2998, 1.6951, 5.7678], [5.2377, 1.4419, 8.2610], [1.4461, 3.1329, 8.3811], [1.2638, 2.9693, 5.8808], [-0.0122, -5.5230, -5.3028], [-0.0862, -4.4073, -6.0926], [-1.2820, -3.7557, -6.2950], [-2.4360, -4.1023, -5.5934], [-2.3906, -5.2516, -4.9002], [-1.1952, -5.9940, -4.7333], [0.9402, -5.9819, -5.0821], [0.7841, -3.8773, -6.4504], [-1.2748, -2.8108, -6.8181], [-3.2716, -5.6547, -4.4229], [-1.2606, -6.9475, -4.2304], [1.7112, 1.3642, -7.2116], [2.2804, 0.6876, -8.4259], [2.9805, 1.6175, -9.4008], [2.1426, -0.5158, -8.7651], [1.1235, 2.2410, -7.4831], [2.4774, 1.4552, -6.4417], [1.0031, 0.6552, -6.7826], [3.2297, 0.9816, -10.2503], [3.9292, 2.0059, -9.0304], [2.3284, 2.4248, -9.7342]],
  "e_lumo_ev": 0.1,
  "homo_lumo_gap_ev": 9.73,
  "smiles": "c1ccncc1.c1ccncc1.c1ccncc1.c1ccncc1.c1ccncc1.c1ccncc1.c1ccncc1.c1ccncc1.CC(C)=O",
  "homo_ev": -9.6
}


{
  "formula": "C43H47BN6P2RuS3",
  "method": "wB97M-V/def2-TZVPD",
  "species": ["Ru", "C", "N", "C", "C", "N", "B", "N", "C", "C", "N", "C", "C", "S", "C", "S", "H", "H", "H", "H", "H", "H", "H", "H", "H", "H", "H", "H", "C", "C", "P", "C", "C", "C", "C", "C", "C", "C", "C", "C", "C", "C", "C", "P", "C", "C", "C", "C", "C", "C", "C", "C", "C", "C", "C", "C", "H", "H", "H", "H", "H", "H", "H", "H", "H", "H", "H", "H", "H", "H", "H", "H", "H", "H", "H", "H", "H", "H", "H", "H", "C", "C", "C", "C", "C", "C", "N", "H", "H", "H", "H", "H", "H", "H", "H", "S", "C", "C", "N", "C", "H", "H", "H"],
  "positions_angstrom": [[-0.3526, -0.0540, -0.0361], [2.7653, -3.2227, -1.3777], [2.9128, -2.8122, 0.0112], [3.4333, -3.6040, 1.0023], [3.4525, -2.8528, 2.1268], [2.9571, -1.6018, 1.8252], [3.3231, -0.4473, 2.8459], [2.2281, 0.6566, 3.1045], [2.6107, 1.8042, 3.7625], [1.5116, 2.5688, 3.9545], [0.4548, 1.8859, 3.4038], [-0.9348, 2.3242, 3.4351], [0.9154, 0.7153, 2.9137], [-0.1246, -0.5051, 2.2471], [2.6075, -1.6068, 0.5329], [1.9728, -0.3070, -0.4393], [2.6477, -4.3033, -1.4032], [3.6472, -2.9361, -1.9487], [1.8861, -2.7491, -1.8034], [3.7480, -4.6151, 0.8203], [3.8051, -3.0862, 3.1128], [3.5313, -0.9987, 3.8918], [4.2890, 0.1337, 2.4188], [3.6363, 1.9796, 4.0279], [1.3887, 3.5269, 4.4252], [-0.9550, 3.4109, 3.3892], [-1.4183, 1.9788, 4.3479], [-1.4553, 1.9136, 2.5712], [-0.0286, 2.9598, -2.2460], [0.4117, 1.7078, -2.9951], [-0.4914, 0.1996, -2.4964], [0.1686, -1.0169, -3.6832], [1.5464, -1.1313, -3.8787], [2.0458, -2.0112, -4.8265], [1.1811, -2.7848, -5.5884], [-0.1888, -2.6558, -5.4184], [-0.6947, -1.7684, -4.4799], [-2.2083, 0.4409, -3.0333], [-3.1772, -0.4661, -2.6004], [-4.4929, -0.3455, -3.0187], [-4.8564, 0.6925, -3.8670], [-3.8997, 1.5933, -4.3112], [-2.5788, 1.4636, -3.9050], [0.3717, 2.8181, -0.4521], [-0.2942, 4.3732, 0.2500], [-1.3443, 5.0815, -0.3310], [-1.8207, 6.2473, 0.2551], [-1.2508, 6.7206, 1.4263], [-0.1910, 6.0317, 2.0027], [0.2840, 4.8688, 1.4193], [2.1610, 3.2035, -0.4538], [2.7188, 4.1212, -1.3468], [4.0563, 4.4689, -1.2516], [4.8533, 3.9198, -0.2549], [4.3039, 3.0249, 0.6487], [2.9660, 2.6730, 0.5451], [-1.0943, 3.1302, -2.3862], [0.4698, 3.8381, -2.6569], [1.4739, 1.5063, -2.8226], [0.2949, 1.8205, -4.0755], [2.2375, -0.5336, -3.3028], [3.1145, -2.0826, -4.9787], [1.5737, -3.4669, -6.3296], [-0.8697, -3.2308, -6.0310], [-1.7671, -1.6593, -4.3847], [-2.9018, -1.2725, -1.9309], [-5.2344, -1.0579, -2.6837], [-5.8832, 0.7925, -4.1902], [-4.1779, 2.3909, -4.9862], [-1.8475, 2.1660, -4.2798], [-1.7960, 4.7483, -1.2553], [-2.6297, 6.7903, -0.2131], [-1.6160, 7.6323, 1.8775], [0.2793, 6.4146, 2.8982], [1.1350, 4.3598, 1.8594], [2.1234, 4.5982, -2.1132], [4.4738, 5.1806, -1.9500], [5.8971, 4.1926, -0.1850], [4.9145, 2.5864, 1.4262], [2.5516, 1.9585, 1.2366], [-2.8322, -2.3618, 1.4305], [-3.2979, -1.0325, 0.9842], [-4.6625, -0.6168, 1.1181], [-4.7409, 0.6394, 0.6210], [-3.4192, 0.9817, 0.1847], [-3.0402, 2.2986, -0.3409], [-2.5515, -0.0438, 0.3887], [-3.5842, -2.8063, 2.0793], [-1.8904, -2.3082, 1.9717], [-2.6920, -3.0270, 0.5761], [-5.4435, -1.2163, 1.5544], [-5.5969, 1.2910, 0.5656], [-3.8784, 2.7643, -0.8589], [-2.2018, 2.2100, -1.0233], [-2.7480, 2.9607, 0.4798], [0.0285, -5.1327, 0.2450], [-0.7702, -4.7713, -1.2196], [-0.9081, -3.4286, -1.3467], [-0.3848, -2.6853, -0.3133], [0.1369, -3.4733, 0.5880], [-1.1017, -5.5425, -1.8930], [-1.3797, -2.9353, -2.1798], [0.5982, -3.1173, 1.4981]],
  "multiplicity": 5,
  "relative_energy_ev": 0.000,
  "e_lumo_ev": [-5.6, -6.9],
  "homo_lumo_gap_ev": [7.01, 6.37],
  "total_charge": 2,
  "homo_ev": [-12.6, -13.2]
}


{
  "formula": "C43H47BaBr2N9O8STe",
  "method": "wB97M-V/def2-TZVPD",
  "species": ["Ba", "N", "N", "C", "O", "O", "H", "H", "H", "C", "C", "C", "C", "C", "C", "C", "S", "O", "O", "N", "C", "C", "O", "O", "H", "H", "H", "H", "H", "H", "H", "H", "H", "Br", "C", "C", "C", "Br", "C", "C", "C", "C", "N", "C", "C", "O", "H", "H", "H", "H", "N", "C", "N", "C", "C", "O", "C", "C", "H", "H", "H", "H", "H", "H", "H", "H", "Te", "C", "C", "C", "C", "C", "C", "C", "C", "C", "C", "C", "C", "H", "H", "H", "H", "H", "H", "H", "H", "H", "H", "C", "C", "N", "C", "N", "C", "C", "C", "N", "C", "H", "H", "H", "H", "H", "H", "H", "H", "H", "H", "H", "H", "H"],
  "positions_angstrom": [[1.8180, -1.0101, -0.3619], [0.4427, 0.2300, -5.3442], [0.6308, -1.1023, -4.9369], [1.1205, -1.4537, -3.5887], [0.7359, -2.5389, -3.1290], [1.8653, -0.5845, -3.0829], [1.3639, 0.6212, -5.5194], [0.0423, 0.7239, -4.5690], [0.0041, -1.7862, -5.3387], [-0.8368, 1.7827, 7.1716], [-0.1576, 1.6657, 5.8686], [0.7055, 2.6529, 5.3618], [1.4790, 2.5016, 4.2209], [1.2272, 1.4262, 3.4608], [0.2560, 0.4832, 3.8199], [-0.3072, 0.5302, 5.0513], [2.4528, 1.1886, 2.2276], [3.6315, 1.9304, 2.6722], [2.6660, -0.2952, 2.2675], [1.9427, 1.6149, 0.8139], [0.8362, 2.5403, 0.5262], [-0.4879, 1.7440, 0.5199], [-1.5201, 2.2404, 0.9937], [-0.4290, 0.6695, -0.1967], [-0.2567, 1.5054, 8.0311], [-1.6795, 1.1504, 7.2052], [-1.2045, 2.8317, 7.3452], [0.8444, 3.5031, 6.0065], [2.3559, 3.0609, 4.0659], [0.2235, -0.3451, 3.1639], [-0.9641, -0.2668, 5.3761], [1.0527, 2.8704, -0.5014], [0.7287, 3.4188, 1.1476], [5.3915, -4.2905, 2.5522], [3.5633, -4.6011, 2.7400], [3.2575, -5.6271, 3.5913], [1.9249, -5.9368, 3.7110], [1.4668, -7.4735, 4.8330], [0.8947, -5.1221, 3.0775], [-0.5261, -5.3565, 3.2399], [-1.3822, -4.5664, 2.6022], [-0.9364, -3.5537, 1.7149], [0.3030, -3.2821, 1.5004], [1.2335, -4.0630, 2.2203], [2.6488, -3.8141, 1.9223], [2.9773, -2.9883, 1.0391], [4.0341, -6.1703, 3.9989], [-0.8002, -6.1955, 3.9029], [-2.4790, -4.7132, 2.6633], [-1.6892, -3.0099, 1.1762], [-6.0934, -0.5253, 3.2234], [-5.2501, 0.0907, 2.7324], [-4.3290, 0.8744, 2.1950], [-4.9150, 1.9587, 1.3587], [-5.6162, 2.9852, 2.1950], [-4.7814, 3.4729, 3.2691], [-4.2415, 2.3605, 4.0930], [-3.4443, 1.4770, 3.2097], [-5.6597, 1.5442, 0.6773], [-4.0789, 2.4190, 0.8662], [-6.5883, 2.6109, 2.6213], [-5.7923, 3.8352, 1.5628], [-5.0899, 1.8390, 4.5638], [-3.5651, 2.8865, 4.7666], [-3.0414, 0.5904, 3.7003], [-2.6855, 2.0349, 2.7021], [-2.9697, 0.2185, -1.3670], [-4.8028, -0.4960, -2.2074], [-4.8476, -1.7819, -2.6732], [-6.0285, -2.3219, -3.2616], [-7.1328, -1.4997, -3.4400], [-7.1212, -0.2179, -2.9191], [-6.0162, 0.2542, -2.2646], [-2.8344, 1.5414, -2.9795], [-2.0283, 2.7087, -2.8827], [-1.7420, 3.4800, -3.9853], [-2.1985, 3.0607, -5.2154], [-2.9579, 1.8811, -5.3590], [-3.3203, 1.1279, -4.2199], [-3.9531, -2.3619, -2.6092], [-5.9922, -3.4025, -3.4280], [-8.0250, -1.8923, -3.9341], [-7.9611, 0.4452, -3.0887], [-6.0808, 1.2713, -1.8406], [-1.5975, 2.9591, -1.9573], [-1.0792, 4.3391, -3.8263], [-1.9738, 3.6246, -6.1082], [-3.2858, 1.5393, -6.3252], [-3.9064, 0.2380, -4.3381], [5.8928, -0.3290, -5.0521], [4.5256, -0.8582, -4.6811], [4.6238, -1.3283, -3.3035], [5.1738, -0.4885, -2.3513], [4.7019, -0.5789, -1.1443], [5.4399, -0.0215, -0.0165], [6.7930, 0.5676, -0.3660], [6.6888, 1.2474, -1.7394], [6.1659, 0.3255, -2.7676], [6.3288, 0.7724, -4.1021], [5.9912, 0.0501, -6.0783], [6.5936, -1.1502, -4.9291], [4.2067, -1.6763, -5.3299], [3.6637, -0.1656, -4.7967], [3.7457, -1.7514, -3.0318], [5.5098, -0.8122, 0.7644], [4.8607, 0.7209, 0.4143], [7.6257, -0.1073, -0.3770], [7.0290, 1.3463, 0.3765], [7.7052, 1.5903, -1.9988], [6.0498, 2.1233, -1.5719], [7.4341, 0.8853, -4.3054], [5.8131, 1.7296, -4.3525]],
  "relative_energy_ev": 1.128,
  "e_lumo_ev": 3.7,
  "homo_lumo_gap_ev": 6.23,
  "total_charge": -2,
  "homo_ev": -2.6
}


{
  "formula": "C43H47N6O4PS3SbSn",
  "method": "wB97M-V/def2-TZVPD",
  "species": ["Sn", "C", "O", "C", "C", "C", "C", "C", "C", "C", "N", "C", "C", "N", "C", "C", "C", "C", "N", "C", "C", "N", "C", "C", "C", "C", "H", "H", "H", "H", "H", "H", "H", "H", "H", "H", "H", "H", "H", "H", "C", "C", "C", "C", "C", "C", "C", "C", "N", "C", "C", "C", "C", "N", "C", "C", "C", "C", "C", "C", "C", "C", "H", "H", "H", "H", "H", "H", "H", "H", "H", "H", "H", "H", "H", "H", "H", "H", "H", "H", "H", "H", "H", "H", "H", "H", "S", "Sb", "S", "S", "C", "O", "P", "O", "C", "O", "C", "H", "H", "H", "H", "H", "H", "H", "H", "H"],
  "positions_angstrom": [[-0.5678, 1.2215, 1.2034], [9.1820, -3.3907, -7.9058], [8.3296, -4.1680, -7.0857], [7.4949, -3.5750, -6.2357], [6.7467, -4.4340, -5.4059], [5.8882, -3.9294, -4.4633], [5.7276, -2.5414, -4.3133], [6.4505, -1.6898, -5.1631], [7.3184, -2.1878, -6.1045], [4.8355, -1.9502, -3.3505], [4.5878, -0.6548, -3.2690], [3.6654, -0.5024, -2.2976], [3.3383, -1.7532, -1.7470], [4.1013, -2.6554, -2.4265], [2.3742, -1.9022, -0.7235], [2.0854, -3.1107, -0.0711], [1.0921, -3.1343, 0.8779], [0.3881, -1.9596, 1.1354], [0.6666, -0.8075, 0.5638], [1.6576, -0.7383, -0.3335], [1.9901, 0.5525, -0.8892], [1.2894, 1.6196, -0.4687], [1.5902, 2.8170, -0.9351], [2.6350, 3.0463, -1.8341], [3.3589, 1.9721, -2.2981], [3.0254, 0.6886, -1.8445], [9.8147, -4.1020, -8.4360], [9.8057, -2.7220, -7.3038], [8.6109, -2.8044, -8.6331], [6.8810, -5.4967, -5.5290], [5.3391, -4.6229, -3.8446], [6.3108, -0.6260, -5.0563], [7.8614, -1.5072, -6.7400], [4.1256, -3.6527, -2.2914], [2.6477, -4.0027, -0.3052], [0.8522, -4.0429, 1.4091], [-0.4369, -1.9378, 1.8293], [0.9622, 3.6255, -0.5799], [2.8578, 4.0495, -2.1609], [4.1650, 2.0831, -3.0082], [-1.6257, -2.2511, -1.2791], [-2.5375, -1.1187, -1.6435], [-2.7974, -0.8941, -2.9895], [-3.7046, 0.0666, -3.3921], [-4.4118, 0.7679, -2.4327], [-4.1777, 0.5730, -1.0786], [-5.0559, 1.2863, -0.0956], [-3.1818, -0.3315, -0.6808], [-2.7964, -0.3649, 0.6730], [-3.3186, -1.1318, 1.5418], [-4.3700, -2.1455, 1.2214], [-2.9089, -0.9556, 2.9654], [-3.7892, -1.5855, 3.9956], [-1.8651, -0.2777, 3.2430], [-1.5006, 0.0225, 4.5666], [-2.1294, 1.0279, 5.2434], [-3.3196, 1.7707, 4.7224], [-1.6880, 1.3819, 6.5836], [-0.6608, 0.5442, 7.2492], [-0.1049, -0.5412, 6.4834], [-0.4608, -0.7693, 5.1992], [0.1720, -1.8951, 4.4565], [-1.9864, -3.1723, -1.7345], [-1.5727, -2.3914, -0.2054], [-0.6214, -2.0715, -1.6581], [-2.2898, -1.5010, -3.7247], [-3.8848, 0.2449, -4.4395], [-5.1710, 1.4733, -2.7307], [-6.0719, 0.8964, -0.1669], [-5.1017, 2.3451, -0.3334], [-4.7026, 1.1635, 0.9240], [-4.5707, -2.1412, 0.1524], [-5.2965, -1.9334, 1.7521], [-4.0423, -3.1426, 1.5109], [-3.8909, -2.6527, 3.8084], [-4.7887, -1.1566, 3.9552], [-3.3889, -1.4421, 4.9969], [-3.4602, 1.5892, 3.6593], [-3.1896, 2.8421, 4.8613], [-4.2171, 1.4733, 5.2680], [-2.4375, 1.8709, 7.1957], [-0.6803, 0.4306, 8.3258], [0.6146, -1.1776, 6.9746], [0.7756, -2.4905, 5.1345], [0.8198, -1.4841, 3.6837], [-0.5690, -2.5371, 3.9875], [-0.0695, 2.2617, 6.8364], [1.2116, 3.0123, 4.4139], [1.4150, 1.0692, 3.0622], [-0.8555, 3.4680, 3.4789], [-2.6727, 3.8646, -2.2299], [-3.2694, 4.1324, -0.9754], [-2.6635, 3.4458, 0.3840], [-3.4392, 4.3907, 1.4178], [-4.6697, 4.0862, 2.0476], [-1.1964, 4.1463, 0.4560], [-1.1104, 5.5666, 0.5760], [-3.1213, 4.5594, -2.9401], [-2.8668, 2.8380, -2.5513], [-1.5915, 4.0270, -2.1931], [-4.7342, 3.0330, 2.3224], [-5.5078, 4.3428, 1.3984], [-4.7170, 4.6935, 2.9521], [-0.1173, 5.8666, 0.2453], [-1.2518, 5.8540, 1.6171], [-1.8695, 6.0565, -0.0355]],
  "multiplicity": 2,
  "relative_energy_ev": 1.867,
  "e_lumo_ev": [-5.6, -7.7],
  "homo_lumo_gap_ev": [5.68, 3.58],
  "total_charge": 2,
  "homo_ev": [-11.3, -11.3]
}